# 1
Here is 6 unconnected molecules or ions with the total composition C8H28O6 in a non-equilibrium geometry from the Open Molecules 2025 dataset. Energies are from ωB97M-V/def2-TZVPD.

## Properties
Structure (SMILES): CCO.CCO.CO.CO.CO.CO
LUMO level in eV: 0.43
Orbital gap in eV: 9.984
E_HOMO in eV: -9.555
Energy above the lowest of the compared OMol25 structures with the same formula, charge and spin in kJ/mol: 346.1

XYZ file:
```
42
Properties=species:S:1:pos:R:3:lowdin_charge:R:1
C 13.563 25.154 -7.618 -0.0550
C 12.769 25.592 -6.473 -0.3098
O 11.616 26.303 -6.845 -0.0758
H 12.984 24.439 -8.130 0.0796
H 14.534 24.823 -7.431 0.0812
H 13.537 26.053 -8.180 0.0448
H 13.374 26.278 -5.872 0.1035
H 12.428 24.654 -5.877 0.1537
H 10.985 26.274 -6.162 0.0913
C 9.128 29.475 -8.968 -0.0576
C 9.689 28.322 -8.070 -0.3550
O 10.562 27.606 -8.840 -0.0746
H 8.341 29.796 -8.369 0.0409
H 8.851 29.111 -9.909 0.0504
H 9.858 30.300 -9.167 0.0875
H 8.868 27.647 -7.799 0.1121
H 10.028 28.781 -7.166 0.0834
H 11.180 27.256 -8.205 0.0126
C 15.377 28.460 -4.390 -0.2003
O 15.175 27.147 -3.980 -0.1374
H 16.111 29.078 -3.894 0.0746
H 14.499 29.064 -4.251 0.0514
H 15.464 28.492 -5.487 0.0720
H 16.039 26.604 -3.862 0.1355
C 11.882 30.853 -3.211 -0.2155
O 11.340 29.801 -3.874 -0.1023
H 12.936 30.908 -3.548 0.0814
H 11.860 30.518 -2.178 0.0713
H 11.327 31.841 -3.141 0.1013
H 10.434 29.826 -3.626 0.0658
C 13.720 27.638 -10.298 -0.1843
O 14.490 26.627 -10.860 -0.1518
H 12.731 27.110 -10.350 0.0917
H 13.767 28.459 -10.989 0.0752
H 14.012 27.923 -9.261 0.0672
H 14.054 25.766 -10.610 0.0933
C 12.948 30.025 -7.107 -0.1169
O 13.542 28.709 -7.043 -0.1513
H 13.338 30.705 -6.361 0.0628
H 11.849 29.932 -6.932 0.0747
H 13.099 30.559 -8.032 0.0712
H 12.815 28.059 -6.852 0.0574
```

---

# 2
Here is 6 unconnected molecules or ions with the total composition C8H28O8 in a non-equilibrium geometry from the Open Molecules 2025 dataset. Energies are from ωB97M-V/def2-TZVPD.

## Properties
LUMO level (alpha / beta) in eV: -2.51 / -9.61
Orbital gap (alpha / beta) in eV: 10.127 / 3.008
⟨S²⟩: 0.755
Total charge: +1
E_HOMO (alpha / beta) in eV: -12.635 / -12.622
Spin multiplicity: 2

XYZ file:
```
44
Properties=species:S:1:pos:R:3:lowdin_spin:R:1
C -20.927 11.872 15.344 0.0021
O -20.915 11.945 16.729 0.0136
H -19.937 12.153 14.984 0.0000
H -20.973 10.833 15.016 0.0011
H -21.781 12.462 15.012 0.0009
H -21.854 11.798 16.864 -0.0001
C -24.174 11.293 17.483 0.0000
O -23.422 10.977 18.574 -0.0001
H -25.212 11.242 17.814 0.0000
H -24.081 12.285 17.040 0.0000
H -23.847 10.617 16.694 0.0000
H -23.793 11.493 19.294 0.0000
C -17.462 12.127 13.854 0.0000
O -18.049 11.737 12.687 0.0002
H -18.084 12.892 14.318 0.0001
H -17.227 11.313 14.540 -0.0001
H -16.497 12.568 13.602 0.0000
H -18.213 12.554 12.211 0.0000
C -17.583 11.767 17.861 0.1013
O -18.773 11.974 18.540 0.5048
H -17.566 12.509 17.063 0.0285
H -16.814 11.810 18.632 0.0033
H -17.680 10.782 17.404 0.0523
H -19.429 12.134 17.858 0.0025
C -22.452 11.666 10.741 0.0000
C -23.468 12.355 11.624 0.0000
O -23.613 11.763 12.858 0.0000
O -22.803 10.385 10.200 0.0000
H -21.424 11.630 11.102 0.0000
H -22.299 12.335 9.894 0.0000
H -24.460 12.390 11.175 0.0000
H -23.094 13.369 11.762 0.0000
H -23.312 10.853 12.806 0.0000
H -23.064 9.828 10.937 0.0000
C -18.395 7.650 17.289 0.0506
C -19.960 7.617 16.975 0.0443
O -20.681 7.157 18.049 0.1129
O -17.879 6.469 17.802 0.0590
H -18.258 8.457 18.009 0.0013
H -17.909 7.875 16.340 0.0088
H -20.349 7.048 16.131 0.0096
H -20.351 8.630 16.879 0.0006
H -20.422 6.237 18.146 0.0019
H -17.974 5.817 17.104 0.0008
```

---

# 3
Here is a molecular structure, C8H2Br4Cl3NNdO9P2 in a non-equilibrium geometry from the Open Molecules 2025 dataset. Energies are from ωB97M-V/def2-TZVPD.

## Properties
LUMO level (alpha / beta) in eV: 1.69 / 1.69
Orbital gap (alpha / beta) in eV: 6.643 / 6.680
⟨S²⟩: 3.752
Total charge: -1
E_HOMO (alpha / beta) in eV: -4.949 / -4.987
Spin multiplicity: 4
Energy above the lowest of the compared OMol25 structures with the same formula, charge and spin in kJ/mol: 230.9

XYZ file:
```
30
Properties=species:S:1:pos:R:3:lowdin_spin:R:1
Nd -0.664 0.679 -0.618 3.0102
Br 3.243 0.512 4.964 -0.0001
C 2.687 0.411 3.168 -0.0002
C 3.614 0.404 2.141 0.0006
Br 5.456 0.462 2.533 0.0002
C 3.172 0.327 0.822 0.0003
Br 4.389 0.309 -0.620 -0.0001
C 1.825 0.229 0.478 0.0009
O 1.424 0.153 -0.769 -0.0050
C 0.866 0.151 1.559 0.0003
O -0.398 -0.096 1.311 -0.0069
C 1.335 0.294 2.861 0.0008
Br 0.002 0.298 4.198 0.0000
O -1.535 0.538 -2.858 -0.0009
P -3.001 0.900 -2.101 0.0010
O -4.112 0.628 -3.006 0.0001
O -2.793 0.174 -0.783 -0.0018
O -2.840 2.481 -1.783 0.0005
P -1.668 3.182 -0.809 -0.0002
O -1.864 2.242 0.546 -0.0004
O -1.957 4.590 -0.585 -0.0002
O -0.346 2.683 -1.363 0.0012
H -1.636 0.728 -3.798 0.0001
H -2.429 1.513 0.210 0.0003
Cl 1.153 -4.868 -0.304 0.0001
C -0.439 -4.348 -0.913 0.0002
Cl -1.739 -4.891 0.177 0.0001
Cl -0.709 -4.993 -2.555 0.0002
C -0.488 -2.915 -1.004 0.0014
N -0.547 -1.773 -1.098 -0.0026
```

---

# 4
Here is a molecular structure, C8H2F24LiN4O17S8 in a non-equilibrium geometry from the Open Molecules 2025 dataset. Energies are from ωB97M-V/def2-TZVPD.

## Properties
LUMO level in eV: 5.87
Orbital gap in eV: 8.391
Total charge: -3
E_HOMO in eV: -2.523
Energy above the lowest of the compared OMol25 structures with the same formula, charge and spin in kJ/mol: 57.2

XYZ file:
```
64
Properties=species:S:1:pos:R:3:lowdin_charge:R:1
Li 0.886 0.610 -0.419 0.5965
C 2.782 -3.309 -3.500 -0.6728
F 2.474 -2.131 -4.014 0.1369
F 3.097 -4.115 -4.530 0.0994
F 3.816 -3.216 -2.692 0.1468
S 1.267 -4.048 -2.592 0.6611
O 1.237 -5.459 -2.958 -0.3464
O 1.393 -3.726 -1.202 -0.2846
N -0.048 -3.399 -3.528 -0.2957
S -0.754 -2.356 -2.547 0.5656
O -1.427 -3.015 -1.441 -0.2993
O 0.050 -1.199 -2.191 -0.3342
C -2.207 -1.750 -3.633 -0.6710
F -2.866 -2.830 -4.068 0.1089
F -3.039 -1.056 -2.868 0.1350
F -1.863 -0.980 -4.656 0.1294
C -3.540 0.250 0.861 -0.6728
F -3.224 -0.218 2.043 0.1534
F -3.491 -0.704 -0.046 0.1582
F -4.812 0.691 0.854 0.1083
S -2.401 1.668 0.368 0.6566
O -1.266 0.998 -0.202 -0.3375
O -3.194 2.456 -0.530 -0.2708
N -1.859 2.306 1.860 -0.2764
S -2.806 3.555 2.051 0.5675
O -2.576 4.653 1.127 -0.3217
O -4.211 3.272 2.331 -0.3253
C -2.183 4.290 3.713 -0.6588
F -2.161 3.344 4.656 0.1207
F -0.940 4.770 3.534 0.1051
F -2.974 5.288 4.094 0.1229
C 0.216 1.742 -4.083 -0.6967
F -0.951 1.387 -3.664 0.1867
F 0.876 0.690 -4.506 0.1493
F 0.168 2.549 -5.154 0.1161
S 1.114 2.755 -2.737 0.6737
O 1.966 3.679 -3.421 -0.2924
O 0.037 3.382 -1.997 -0.2884
N 1.849 1.585 -1.690 -0.3594
S 3.309 1.555 -2.224 0.5482
O 3.400 1.052 -3.566 -0.2896
O 4.051 2.720 -1.772 -0.3140
C 4.107 0.211 -1.160 -0.6585
F 4.526 0.697 0.007 0.1264
F 3.200 -0.725 -0.839 0.1139
F 5.112 -0.370 -1.792 0.1448
C 2.155 -1.691 2.489 -0.6172
F 2.858 -2.633 1.863 0.1298
F 2.416 -1.764 3.794 0.1128
F 2.601 -0.477 2.119 0.0901
S 0.272 -1.830 1.937 0.6465
O 0.256 -1.132 0.690 -0.3393
O 0.051 -3.243 1.952 -0.2693
N -0.484 -0.859 3.083 -0.2656
S -0.984 -1.896 4.129 0.5704
O -2.199 -2.651 3.825 -0.3150
O 0.107 -2.697 4.716 -0.3492
C -1.423 -0.834 5.633 -0.6488
F -2.727 -0.512 5.647 0.1070
F -1.204 -1.551 6.746 0.1013
F -0.688 0.280 5.659 0.1207
O 0.938 1.588 1.461 -0.1093
H 0.190 2.207 1.517 0.0134
H 1.726 2.147 1.462 0.0564
```

---

# 5
Here is C8H2F5N in the gas phase in a non-equilibrium geometry from the Open Molecules 2025 dataset. Energies are from ωB97M-V/def2-TZVPD.

## Properties
Structure (SMILES): N#CCc1c(F)c(F)c(F)c(F)c1F
LUMO level in eV: 0.03
Orbital gap in eV: 10.226
E_HOMO in eV: -10.197

XYZ file:
```
16
Properties=species:S:1:pos:R:3:lowdin_charge:R:1
N 1.685 -2.089 -2.644 0.1570
F 0.236 2.483 2.683 0.1201
F 0.567 -0.225 3.210 0.1209
F -0.128 3.296 0.096 0.0958
F 0.231 -2.079 1.269 0.0996
F -0.526 1.440 -1.910 0.0984
C 0.713 -1.789 -2.069 -0.2037
C 0.160 1.552 1.704 -0.1117
C 0.305 0.185 1.958 -0.1230
C -0.065 1.963 0.392 -0.0913
C 0.103 -0.758 0.953 -0.1353
C -0.292 1.003 -0.645 -0.1136
C -0.240 -0.379 -0.340 -0.0900
C -0.533 -1.374 -1.444 -0.1010
H -1.222 -0.977 -2.233 0.1474
H -0.995 -2.252 -0.980 0.1304
```

---

# 6
Here is 10 unconnected molecules or ions with the total composition C8H30O9 in a non-equilibrium geometry from the Open Molecules 2025 dataset. Energies are from ωB97M-V/def2-TZVPD.

## Properties
Structure (SMILES): C=C/C=C/C(=C)CC.O.O.O.O.O.O.O.O.O
LUMO level in eV: 0.00
Orbital gap in eV: 8.732
E_HOMO in eV: -8.727
Energy above the lowest of the compared OMol25 structures with the same formula, charge and spin in kJ/mol: 91.5

XYZ file:
```
47
Properties=species:S:1:pos:R:3:lowdin_charge:R:1
C -2.712 -0.883 -1.052 -0.0879
C -1.693 0.197 -1.374 -0.2129
C -0.608 -0.185 -2.345 -0.3404
C -0.721 -0.070 -3.672 0.0537
C 1.021 -0.411 -0.485 -0.0557
C 0.697 -0.513 -1.772 -0.1102
C 2.736 -1.002 1.167 -0.0271
C 2.483 -0.752 -0.100 -0.1570
H -3.525 -0.552 -0.416 0.0675
H -2.207 -1.693 -0.471 0.0796
H -3.253 -1.326 -1.899 0.0785
H -2.319 0.957 -1.887 0.1197
H -1.319 0.663 -0.460 0.0921
H -0.011 -0.447 -4.427 0.0700
H -1.572 0.212 -4.273 0.0606
H 0.357 -0.286 0.361 0.0989
H 1.525 -0.641 -2.431 0.1060
H 3.757 -1.260 1.553 0.0851
H 2.095 -1.084 2.020 0.0514
H 3.252 -0.810 -0.869 0.1073
H 2.740 1.227 1.229 0.0096
H 3.909 1.951 0.502 0.0695
O 3.153 2.096 1.089 -0.0525
H -0.194 -2.553 1.687 -0.0178
H -0.359 -1.209 2.551 -0.0502
O -0.695 -2.103 2.429 -0.1142
H 0.431 -3.701 -2.800 0.0597
H -0.532 -2.656 -2.449 0.0265
O -0.084 -3.413 -2.037 -0.0441
H -0.476 2.554 1.363 0.0088
H -1.405 2.874 2.477 0.0740
O -1.172 2.125 1.918 -0.0840
H 1.547 2.788 1.123 0.0308
H 0.873 3.799 0.054 0.0209
O 0.831 3.458 0.955 -0.0729
H 1.334 3.397 -2.508 0.0538
H -0.100 3.550 -2.095 0.0751
O 0.755 3.199 -1.767 -0.0472
H -0.297 -3.743 0.067 0.0361
H 1.170 -3.455 0.120 0.0416
O 0.444 -3.740 0.688 -0.0517
H -2.980 1.180 2.536 -0.0046
H -3.443 -0.243 2.947 0.0463
O -3.779 0.646 2.711 -0.0799
H 0.550 0.503 4.032 0.0559
H -0.497 0.968 2.896 0.0194
O 0.289 0.388 3.119 -0.0879
```